Molecular formula: C22H28AlN2O5
Method: DFT, the ωB97M-V functional and the def2-TZVPD basis

XYZ file:
```
58
Properties=species:S:1:pos:R:3
C 0.513 1.763 3.105
H -0.859 -2.181 -0.889
C 3.112 0.467 3.024
H -5.437 1.622 -0.155
C 4.693 -1.032 2.002
C -1.929 -3.894 -2.777
H -0.621 0.857 4.690
C 4.396 -0.054 2.936
H -1.013 1.144 -1.967
C 0.690 0.516 2.260
H 1.519 -0.577 -4.575
H -0.006 -3.798 -3.744
H 0.711 1.635 0.593
C 2.418 -0.989 1.242
H 5.694 -1.436 1.934
O -1.138 -0.984 1.799
H 0.063 -3.409 -2.045
H -2.485 -3.841 -3.713
C 3.699 -1.503 1.153
H -1.844 -4.942 -2.492
H 1.140 -1.219 -6.179
O -3.074 2.115 1.002
C 1.053 -1.407 -5.109
H 1.637 -1.364 0.590
H 1.615 -2.312 -4.878
C -0.925 0.507 -2.843
N -0.920 -1.196 -1.119
C 2.118 0.004 2.174
C 1.092 2.950 2.652
C -0.418 -1.559 -4.740
C -0.222 -0.660 2.705
H -1.827 0.647 -3.439
H 1.699 2.966 1.749
H -0.870 2.940 5.956
H 5.168 0.307 3.603
C -0.807 -0.927 -2.412
H -4.505 2.782 -1.114
C -0.320 2.947 5.025
N -0.604 -1.866 -3.315
O 0.231 0.847 0.871
C 0.239 4.126 4.559
H -5.261 1.373 -1.913
O -3.591 0.929 -0.837
C -0.186 1.768 4.305
H -0.068 0.823 -3.434
O -0.079 -1.199 3.760
H -2.506 -3.375 -2.012
H -0.974 -0.662 -5.002
H -0.854 -2.380 -5.307
C -4.775 1.733 -1.011
Al -1.300 -0.082 0.345
H 2.882 1.222 3.764
H 3.920 -2.278 0.431
C -2.821 1.216 0.245
H 0.129 5.041 5.124
C 0.950 4.125 3.368
C -0.540 -3.286 -2.947
H 1.404 5.037 3.001
```

Its net charge is +1. The frontier orbital gap comes out at 9.39 eV. For the molecular weight, the calculation gives 427.46 Da. As for the largest force on an atom: 0.67 eV/A. The calculated total energy is -43081.856 eV.

Molecular formula: C22H28AsBrN3O2SSi2Ti
Method: DFT, the ωB97M-V functional and the def2-TZVPD basis

XYZ file:
```
61
Properties=species:S:1:pos:R:3
C 3.259 -4.105 0.118
H -0.021 5.388 -0.162
H -0.371 3.620 2.530
H -0.974 0.494 3.010
Ti -0.094 0.204 0.339
H 0.476 -5.314 2.809
H 1.590 4.175 0.277
Si -3.174 0.754 1.615
C 1.326 -3.804 1.520
C -3.758 -0.936 0.891
C 3.241 1.963 -2.434
H 3.283 -0.596 -1.813
H -4.479 3.918 0.911
C 3.342 3.332 -2.509
H -4.500 2.578 2.706
H -1.363 -3.805 3.590
Br 4.311 4.133 -3.914
N -3.300 -1.231 -0.471
C 0.389 -4.293 2.456
H -2.393 -0.086 3.885
C -0.659 -2.161 2.405
Si -1.957 3.992 0.630
C -0.611 -3.475 2.888
C -0.963 5.036 -0.583
C 2.500 1.372 -1.403
H 2.871 5.207 -1.577
C 2.561 -0.054 -1.205
H 2.468 -5.626 1.389
H -3.825 5.553 1.035
C 1.858 2.185 -0.448
C 2.755 4.133 -1.529
C 1.195 -2.474 1.070
H -1.562 5.922 -0.815
C 2.030 3.565 -0.500
H -3.906 -0.945 -1.222
H 3.741 1.338 -3.164
H -3.978 4.774 -0.541
H -2.127 1.630 3.621
H -5.467 1.737 1.483
C -1.285 4.198 2.374
H -3.563 -1.801 1.530
As -2.062 1.758 -0.165
C -4.713 1.606 2.260
H -0.751 4.529 -1.525
S -1.966 -2.029 -0.874
H -1.050 5.251 2.553
H -5.145 0.972 3.043
O 1.096 1.628 0.497
H 4.074 -4.714 -0.249
N 0.210 -1.645 1.557
O -0.678 -0.923 -0.925
C 3.123 -2.787 -0.348
C -2.050 0.647 3.149
C 2.375 -4.610 1.027
H -2.013 3.896 3.130
H -4.848 -0.842 0.846
H 3.851 -2.410 -1.053
N 1.876 -0.650 -0.291
H -1.446 -1.509 2.748
C -3.732 4.597 0.509
C 2.095 -1.986 0.088
```

Its net charge is +1. The frontier orbital gap comes out at 6.51 eV. For the molecular weight, the calculation gives 657.42 Da. As for the largest force on an atom: 0.72 eV/A. The calculated total energy is -212418.552 eV.

Molecular formula: C22H28Cl2N2OOsSSe
Method: DFT, the ωB97M-V functional and the def2-TZVPD basis

XYZ file:
```
58
Properties=species:S:1:pos:R:3
C -0.203 3.980 -2.172
H -0.801 5.541 -3.465
C -3.191 -4.340 -0.323
C -0.922 5.251 -2.419
C 0.098 -0.484 1.622
C -0.763 2.763 -2.582
C 1.150 1.568 -1.736
Se 2.073 -0.044 -1.528
N -0.660 0.461 2.145
H 4.732 -4.020 4.015
C 1.036 3.960 -1.529
H 3.842 2.727 -1.423
H -2.200 -0.137 -0.091
C 4.975 -3.646 3.018
H 3.230 3.758 -0.134
H 0.577 -4.692 -1.085
H 0.371 3.670 2.502
H -0.543 6.065 -1.807
O 1.240 -2.991 0.607
S 1.856 -0.220 1.689
H -1.038 3.147 1.594
H 6.021 -3.821 2.762
C -0.684 0.278 -2.877
C -1.373 -5.511 -1.384
Cl 4.581 -1.920 2.928
H -1.990 5.133 -2.245
C -0.120 1.617 2.833
N -0.486 -1.503 1.036
H -2.230 1.600 0.240
H 3.188 1.990 0.047
H -0.755 1.819 3.697
C -2.307 -3.407 0.175
H -2.555 1.077 2.694
C -2.107 0.356 2.012
C 3.071 2.817 -0.656
H -1.023 -6.316 -2.009
C -2.574 0.628 0.585
C -0.109 1.566 -2.391
H 0.880 1.371 3.195
H -2.408 -0.653 2.307
C 0.015 -2.624 0.539
Os 2.770 -2.296 1.635
H -3.414 -6.147 -1.455
H -3.659 0.616 0.562
H -4.243 -4.247 -0.108
C 1.727 2.787 -1.302
C -0.936 -3.540 -0.078
H -1.719 0.390 -3.182
C -0.051 2.848 1.935
H 1.467 4.896 -1.203
H -0.114 -0.075 -3.737
Cl 3.899 -4.396 1.819
H 0.582 2.656 1.074
H -1.728 2.772 -3.068
H -0.627 -0.490 -2.104
C -0.477 -4.598 -0.872
C -2.726 -5.402 -1.089
H -2.644 -2.589 0.788
```

Its net charge is +2. The frontier orbital gap (alpha / beta) comes out at 8.46 / 5.26 eV. For the molecular weight, the calculation gives 708.64 Da. As for the largest force on an atom: 1.80 eV/A. The calculated total energy is -131972.689 eV. As for the multiplicity: 5.

Molecular formula: C22H28ClN3O
Method: DFT, the ωB97M-V functional and the def2-TZVPD basis

XYZ file:
```
55
Properties=species:S:1:pos:R:3
H 4.277 -3.041 -3.715
C 5.795 -2.549 -0.850
H 3.282 -1.138 -2.304
H -0.346 0.692 -0.160
C -2.236 -0.993 -0.885
H 0.160 -0.786 2.605
C -0.662 -0.026 0.718
H 0.801 -2.840 1.337
H -1.590 -2.038 0.903
H -3.880 -0.672 0.132
H 3.479 -1.501 2.649
H -3.595 3.816 -1.046
C 2.542 -0.326 0.156
C -6.265 3.148 1.077
H -7.621 4.588 1.578
H 2.031 -2.841 0.051
H 2.080 -0.043 -0.762
H 6.812 -3.155 -1.129
C -5.174 2.818 -0.062
H -4.541 6.138 -0.887
C 4.959 -2.093 -1.786
H -1.823 -0.285 -1.737
H 1.007 0.547 2.256
C 4.731 -1.290 0.799
H 5.362 -1.570 -3.718
C 1.034 -2.479 0.432
N 1.599 -1.022 1.111
H -6.771 2.230 1.451
H -1.330 0.583 1.328
C -3.514 0.930 -0.456
C -4.991 5.372 -0.318
H 6.128 -3.049 -3.217
C -4.614 3.985 -0.476
C 0.561 -0.272 1.575
Cl -6.943 6.996 0.529
C 4.088 -1.443 -1.225
O -2.916 1.678 -1.280
H -0.321 -3.171 -0.754
C 5.725 -2.161 0.502
C -1.058 -1.044 0.016
H 5.076 -1.650 2.842
C -6.323 5.332 0.329
N -3.319 -0.232 -0.510
C 4.408 -0.990 2.401
C 0.043 -2.126 -0.695
H 2.697 0.722 0.845
C 5.245 -2.542 -3.149
C -6.725 4.336 1.204
H 4.517 0.143 2.541
N -4.601 1.470 0.320
H -2.596 -1.920 -1.219
C 3.818 -1.069 -0.026
H 0.363 -1.392 -1.219
H 6.417 -2.544 1.211
H -5.282 0.771 0.688
```

The frontier orbital gap comes out at 8.35 eV. For the molecular weight, the calculation gives 385.94 Da. As for the largest force on an atom: 15.53 eV/A. The calculated total energy is -42293.415 eV.

Question: Which of these has the highest largest force on an atom?
Answer: C22H28ClN3O

What did the third record say?
Molecular formula: C22H28Cl2N2OOsSSe
Method: DFT, the ωB97M-V functional and the def2-TZVPD basis

XYZ file:
```
58
Properties=species:S:1:pos:R:3
C -0.203 3.980 -2.172
H -0.801 5.541 -3.465
C -3.191 -4.340 -0.323
C -0.922 5.251 -2.419
C 0.098 -0.484 1.622
C -0.763 2.763 -2.582
C 1.150 1.568 -1.736
Se 2.073 -0.044 -1.528
N -0.660 0.461 2.145
H 4.732 -4.020 4.015
C 1.036 3.960 -1.529
H 3.842 2.727 -1.423
H -2.200 -0.137 -0.091
C 4.975 -3.646 3.018
H 3.230 3.758 -0.134
H 0.577 -4.692 -1.085
H 0.371 3.670 2.502
H -0.543 6.065 -1.807
O 1.240 -2.991 0.607
S 1.856 -0.220 1.689
H -1.038 3.147 1.594
H 6.021 -3.821 2.762
C -0.684 0.278 -2.877
C -1.373 -5.511 -1.384
Cl 4.581 -1.920 2.928
H -1.990 5.133 -2.245
C -0.120 1.617 2.833
N -0.486 -1.503 1.036
H -2.230 1.600 0.240
H 3.188 1.990 0.047
H -0.755 1.819 3.697
C -2.307 -3.407 0.175
H -2.555 1.077 2.694
C -2.107 0.356 2.012
C 3.071 2.817 -0.656
H -1.023 -6.316 -2.009
C -2.574 0.628 0.585
C -0.109 1.566 -2.391
H 0.880 1.371 3.195
H -2.408 -0.653 2.307
C 0.015 -2.624 0.539
Os 2.770 -2.296 1.635
H -3.414 -6.147 -1.455
H -3.659 0.616 0.562
H -4.243 -4.247 -0.108
C 1.727 2.787 -1.302
C -0.936 -3.540 -0.078
H -1.719 0.390 -3.182
C -0.051 2.848 1.935
H 1.467 4.896 -1.203
H -0.114 -0.075 -3.737
Cl 3.899 -4.396 1.819
H 0.582 2.656 1.074
H -1.728 2.772 -3.068
H -0.627 -0.490 -2.104
C -0.477 -4.598 -0.872
C -2.726 -5.402 -1.089
H -2.644 -2.589 0.788
```

Its net charge is +2. The frontier orbital gap (alpha / beta) comes out at 8.46 / 5.26 eV. For the molecular weight, the calculation gives 708.64 Da. As for the largest force on an atom: 1.80 eV/A. The calculated total energy is -131972.689 eV. As for the multiplicity: 5.

What did the second record say?
Molecular formula: C22H28AsBrN3O2SSi2Ti
Method: DFT, the ωB97M-V functional and the def2-TZVPD basis

XYZ file:
```
61
Properties=species:S:1:pos:R:3
C 3.259 -4.105 0.118
H -0.021 5.388 -0.162
H -0.371 3.620 2.530
H -0.974 0.494 3.010
Ti -0.094 0.204 0.339
H 0.476 -5.314 2.809
H 1.590 4.175 0.277
Si -3.174 0.754 1.615
C 1.326 -3.804 1.520
C -3.758 -0.936 0.891
C 3.241 1.963 -2.434
H 3.283 -0.596 -1.813
H -4.479 3.918 0.911
C 3.342 3.332 -2.509
H -4.500 2.578 2.706
H -1.363 -3.805 3.590
Br 4.311 4.133 -3.914
N -3.300 -1.231 -0.471
C 0.389 -4.293 2.456
H -2.393 -0.086 3.885
C -0.659 -2.161 2.405
Si -1.957 3.992 0.630
C -0.611 -3.475 2.888
C -0.963 5.036 -0.583
C 2.500 1.372 -1.403
H 2.871 5.207 -1.577
C 2.561 -0.054 -1.205
H 2.468 -5.626 1.389
H -3.825 5.553 1.035
C 1.858 2.185 -0.448
C 2.755 4.133 -1.529
C 1.195 -2.474 1.070
H -1.562 5.922 -0.815
C 2.030 3.565 -0.500
H -3.906 -0.945 -1.222
H 3.741 1.338 -3.164
H -3.978 4.774 -0.541
H -2.127 1.630 3.621
H -5.467 1.737 1.483
C -1.285 4.198 2.374
H -3.563 -1.801 1.530
As -2.062 1.758 -0.165
C -4.713 1.606 2.260
H -0.751 4.529 -1.525
S -1.966 -2.029 -0.874
H -1.050 5.251 2.553
H -5.145 0.972 3.043
O 1.096 1.628 0.497
H 4.074 -4.714 -0.249
N 0.210 -1.645 1.557
O -0.678 -0.923 -0.925
C 3.123 -2.787 -0.348
C -2.050 0.647 3.149
C 2.375 -4.610 1.027
H -2.013 3.896 3.130
H -4.848 -0.842 0.846
H 3.851 -2.410 -1.053
N 1.876 -0.650 -0.291
H -1.446 -1.509 2.748
C -3.732 4.597 0.509
C 2.095 -1.986 0.088
```

Its net charge is +1. The frontier orbital gap comes out at 6.51 eV. For the molecular weight, the calculation gives 657.42 Da. As for the largest force on an atom: 0.72 eV/A. The calculated total energy is -212418.552 eV.